C32H34BN17O2SW as an isolated structure in a non-equilibrium geometry, computed with ωB97M-V with the def2-TZVPD basis set.

```
88
Properties=species:S:1:pos:R:3:forces:R:3
W -0.3275 -0.4383 0.2343 0.18 -0.38 0.13
S -1.9504 -2.6005 -1.8887 -0.03 -0.35 -0.74
O -1.4240 -2.0560 0.9311 0.93 0.54 0.52
O -3.0020 -2.8059 -0.7277 -0.24 -0.04 0.12
N 4.3229 -1.1817 -0.4831 -0.11 -0.07 0.05
N 0.9401 0.2530 -1.3685 -0.08 -0.05 0.08
N -1.8735 0.8770 -0.5843 -0.02 -0.09 -0.03
N 1.1870 4.1823 2.0163 0.00 -0.02 0.00
N 0.3926 1.7322 0.9153 -0.05 0.08 0.03
N -1.4912 0.2423 1.9598 -0.02 0.11 -0.06
N -1.4795 -1.0416 -1.5329 0.03 0.41 0.20
N 2.0568 -2.3449 -0.5971 0.04 0.09 0.03
N -2.9233 0.6682 3.4977 -0.01 -0.05 -0.03
N 4.7467 -2.0885 -1.4156 0.03 0.07 -0.06
N 0.7640 -2.2274 -0.1799 -0.06 0.11 -0.03
N -3.4601 0.1583 -2.1912 -0.08 0.18 0.06
N 1.2500 -0.6885 1.7448 -0.05 0.07 -0.07
N 2.5291 -0.7361 1.2373 0.06 -0.04 -0.02
N -2.1439 1.7652 3.4566 0.04 -0.02 -0.03
N 2.2815 0.0181 -1.2227 0.04 -0.06 0.06
N -4.9010 -3.4934 -6.8198 -0.16 -0.08 -0.29
C 2.9538 0.5386 -2.2488 -0.03 0.04 0.02
C -1.2930 1.4696 2.5145 0.05 0.09 0.06
C -2.8432 -3.4568 -5.6043 -0.21 0.08 0.01
C -2.3609 0.0042 -1.4839 0.02 -0.14 -0.10
C -0.2049 2.2724 1.9964 -0.03 -0.05 0.03
C 1.7759 3.6650 0.9518 0.01 0.00 -0.01
C -2.5476 -0.2392 2.6086 -0.03 -0.06 0.04
C 5.9959 -1.7713 -1.7014 -0.01 0.00 0.01
C 5.3150 -0.2788 -0.2179 0.00 0.07 -0.07
C 6.8032 -2.5792 -2.6626 0.01 0.02 0.00
C -2.1889 -3.2092 -4.4307 -0.01 0.00 0.10
C -4.2429 -3.2425 -5.6880 0.12 0.05 0.21
C -4.9468 -2.7715 -4.5428 0.12 -0.06 -0.18
C 2.4580 -3.6078 -0.3680 0.01 -0.02 -0.02
C 0.1888 3.4825 2.5417 0.01 0.02 -0.01
C -4.2852 -2.5074 -3.3821 0.16 0.02 0.14
C -4.0961 1.3142 -2.0199 0.03 -0.16 -0.05
C 0.8026 0.9740 -2.5205 -0.04 0.10 -0.09
C -3.6480 2.3087 -1.1473 0.07 0.10 0.11
C -2.8940 -2.7134 -3.3173 0.20 -0.10 0.14
C 1.3546 -0.8113 3.0897 -0.03 0.02 0.12
C 2.0555 1.1780 -3.0780 0.00 -0.04 0.03
C -0.8249 -3.3345 1.1852 0.02 -0.04 -0.04
C -0.4423 1.5002 -3.1545 0.00 -0.01 -0.02
C 6.3990 -0.6216 -0.9705 0.03 -0.05 0.03
C -2.5183 2.0421 -0.4144 -0.04 0.09 0.02
C 1.4357 -4.3178 0.2359 -0.05 0.07 -0.02
C 3.3910 -0.8844 2.2519 -0.01 0.04 -0.03
C 0.2356 -0.9147 4.0760 -0.01 -0.04 -0.02
C 1.3908 2.4461 0.3935 0.02 0.01 -0.06
C 0.4158 -3.3884 0.3804 -0.05 -0.21 0.08
C 2.6949 -0.9133 3.4379 -0.02 0.00 -0.01
B 2.8588 -1.0545 -0.2709 0.10 -0.05 -0.07
H 7.7691 -2.1128 -2.8414 0.00 0.00 0.00
H -3.6848 0.6142 4.1629 -0.02 0.01 0.01
H 2.5897 4.2222 0.5036 -0.01 0.02 0.02
H -4.4294 -3.8579 -7.6323 -0.03 0.03 0.08
H -0.1518 2.0417 -4.0518 0.01 0.00 0.01
H 1.9047 2.0738 -0.4742 0.00 0.00 -0.01
H 1.4455 -5.3490 0.5450 -0.01 0.01 -0.01
H -1.1259 -3.4084 -4.3556 0.00 -0.01 -0.01
H 6.9784 -3.5803 -2.2699 0.01 0.00 0.00
H -0.3171 3.8829 3.4125 0.00 -0.01 0.00
H -0.5677 -3.4276 2.2432 0.00 0.01 0.01
H -4.1766 3.2444 -1.0419 0.01 0.00 0.01
H 4.4452 -1.0004 2.0662 0.00 0.01 0.00
H -5.0021 1.4588 -2.5974 0.01 -0.02 -0.02
H 3.4610 -3.8912 -0.6458 -0.01 0.00 0.02
H -4.8210 -2.1718 -2.5064 -0.03 0.00 -0.03
H -2.4333 -2.4611 0.0884 -0.80 -0.26 -0.38
H -1.1078 0.6988 -3.4689 0.00 -0.02 0.00
H -2.1147 2.7489 0.2984 -0.01 0.02 -0.01
H 4.0220 0.4099 -2.3304 0.00 0.00 0.00
H 3.0968 -1.0324 4.4295 -0.01 -0.01 0.00
H -1.5392 -4.1239 0.9442 -0.03 0.02 -0.03
H 6.2851 -2.6785 -3.6154 -0.01 -0.01 0.01
H -3.0102 -1.1995 2.4617 -0.02 0.01 0.01
H 5.1746 0.5376 0.4742 0.01 0.00 -0.01
H 7.3624 -0.1406 -0.9881 -0.01 -0.01 0.00
H -0.9818 2.2014 -2.5208 0.00 -0.01 0.00
H -0.2147 0.0475 4.3183 0.03 0.03 -0.01
H -6.0195 -2.6405 -4.6044 0.01 0.00 0.02
H -0.5385 -1.6023 3.7405 -0.01 0.00 0.00
H -2.3081 -3.8421 -6.4621 0.00 0.01 0.02
H 0.6430 -1.3076 5.0049 0.00 -0.01 -0.01
H 2.2695 1.7091 -3.9897 -0.01 -0.01 0.00
H -5.9012 -3.3885 -6.8827 0.09 -0.01 0.02
```
Forces are in eV/Å.

Multiplicity   2
Max |F|   1.20 eV Å⁻¹
Charge   +3
Expectation value of S²   0.76
HOMO-LUMO gap (alpha / beta)   5.91 / 5.00 eV
Calculated total energy   -76479.9129 eV
Relative energy (zero: lowest compared OMol25 entry of this formula, charge and spin)   0.0 kcal/mol

The Löwdin scheme yields these atomic charges, measured in e:
1. W 1.944
2. S 1.131
3. O -0.404
4. O -0.290
5. N -0.037
6. N -0.076
7. N -0.028
8. N 0.155
9. N 0.037
10. N -0.031
11. N -0.289
12. N 0.076
13. N 0.109
14. N 0.127
15. N -0.076
16. N 0.196
17. N -0.045
18. N 0.057
19. N 0.200
20. N 0.014
21. N 0.176
22. C 0.012
23. C -0.340
24. C -0.003
25. C -0.515
26. C -0.196
27. C -0.034
28. C -0.074
29. C -0.319
30. C -0.090
31. C -0.012
32. C -0.083
33. C -0.274
34. C 0.007
35. C 0.022
36. C -0.005
37. C -0.072
38. C -0.022
39. C -0.271
40. C 0.013
41. C -0.425
42. C -0.273
43. C 0.040
44. C -0.129
45. C 0.006
46. C 0.012
47. C -0.070
48. C 0.071
49. C 0.000
50. C 0.005
51. C -0.034
52. C -0.247
53. C 0.037
54. B -0.674
55. H 0.086
56. H 0.196
57. H 0.138
58. H 0.130
59. H 0.104
60. H 0.099
61. H 0.134
62. H 0.116
63. H 0.089
64. H 0.145
65. H 0.140
66. H 0.131
67. H 0.137
68. H 0.141
69. H 0.134
70. H 0.111
71. H -0.015
72. H 0.083
73. H 0.126
74. H 0.142
75. H 0.134
76. H 0.148
77. H 0.085
78. H 0.160
79. H 0.128
80. H 0.120
81. H 0.078
82. H 0.079
83. H 0.127
84. H 0.069
85. H 0.127
86. H 0.107
87. H 0.135
88. H 0.129

One molecule with the formula C4H11N3 in a non-equilibrium geometry, computed with ωB97M-V with the def2-TZVPD basis set.

```
18
Properties=species:S:1:pos:R:3:forces:R:3
N 0.5839 -0.2312 0.3113 0.82 0.78 -0.67
N 2.4441 -1.1709 1.2889 1.07 -0.11 -0.91
N 2.3957 -0.8498 -1.0701 0.51 -0.06 1.13
C -1.9451 1.3797 0.5860 0.13 2.31 0.04
C 1.8751 -0.7371 0.2228 -1.47 -0.43 0.42
C -1.8260 0.1400 -0.2206 1.29 -2.25 0.07
C -0.3954 -0.1682 -0.7690 -0.77 -0.17 0.27
H -2.5126 -0.0277 -1.0546 -0.12 0.63 0.15
H -1.2637 1.4526 1.4593 -0.22 -0.37 -0.57
H 3.3818 -1.0590 -0.9758 -0.01 -0.13 -0.33
H -0.2723 0.5169 -1.6377 0.86 -0.01 0.68
H 1.7954 -1.2575 2.0669 0.06 0.22 -0.21
H 2.2257 -0.0736 -1.6918 -0.10 0.09 0.14
H 0.4849 0.1141 1.2482 -1.01 0.37 -0.21
H -2.9359 1.6124 0.9957 0.02 -0.50 -0.22
H -1.7090 2.2594 -0.0485 0.01 -0.27 0.32
H -0.3483 -1.1970 -1.1485 -0.56 0.31 -0.47
H -1.9783 -0.7034 0.4377 -0.50 -0.41 0.36
```
Forces are in eV/Å.

Multiplicity   1
Max |F|   2.59 eV Å⁻¹
Charge   0
HOMO-LUMO gap   9.45 eV
Calculated total energy   -8796.3905 eV
Relative energy (zero: lowest compared OMol25 entry of this formula, charge and spin)   28.3 kcal/mol

The Löwdin scheme yields these atomic charges, measured in e:
1. N 0.007
2. N 0.076
3. N 0.123
4. C -0.130
5. C -0.578
6. C -0.263
7. C -0.216
8. H 0.111
9. H 0.074
10. H 0.090
11. H 0.113
12. H 0.029
13. H 0.084
14. H 0.111
15. H 0.074
16. H 0.082
17. H 0.115
18. H 0.097

C3H3Br2NS as an isolated structure in a non-equilibrium geometry, computed with ωB97M-V with the def2-TZVPD basis set.

```
10
Properties=species:S:1:pos:R:3:forces:R:3
Br 2.6862 -1.5115 -0.2329 0.32 -0.09 0.22
Br 2.8302 1.6258 -0.3797 -0.69 -0.84 1.03
S 0.8236 0.0711 1.6808 1.85 0.49 -0.88
N -1.2955 -0.2212 -0.4634 2.33 -1.18 -0.95
C -0.5821 -0.8737 -1.2115 -1.63 0.46 1.34
C 2.0277 0.0712 0.5882 -1.19 0.29 -0.19
C -1.5549 0.4597 0.6131 -1.63 1.96 -1.28
H -1.5096 1.5755 0.4598 0.17 -1.17 0.34
H -2.4782 0.1254 1.0693 0.33 -0.27 0.89
H -0.9474 -1.3223 -2.1236 0.15 0.32 -0.50
```
Forces are in eV/Å.

Multiplicity   1
Max |F|   2.86 eV Å⁻¹
Charge   0
HOMO-LUMO gap (alpha / beta)   7.51 / 7.51 eV
Calculated total energy   -155565.4805 eV
Relative energy (zero: lowest compared OMol25 entry of this formula, charge and spin)   71.0 kcal/mol

The Löwdin scheme yields these atomic charges, measured in e:
1. Br 0.553
2. Br 0.493
3. S 0.647
4. N -0.155
5. C 0.077
6. C -1.655
7. C -0.187
8. H 0.093
9. H 0.073
10. H 0.060